# 1
The following is a DFT calculation (the ωB97M-V functional and the def2-TZVPD basis) of C2H2I2OS as an isolated structure at a distorted geometry.

```
8
Properties=species:S:1:pos:R:3:mulliken_charge:R:1
C -1.14 0.65 0.87 0.350
C 0.79 -0.34 -0.21 -0.568
O -2.19 0.19 1.00 -0.265
S 0.43 0.17 -1.80 -0.142
I 1.05 -2.39 0.24 0.127
I 2.18 0.98 0.63 0.132
H -0.50 1.42 1.29 0.225
H -0.61 -0.68 -2.03 0.141
```

Summary:
molecular weight	327.91	g/mol
electronic energy	-1146.09232	Ha
LUMO energy (spin up / spin down)	-0.453 / -0.493	eV
energy relative to the best compared isomer or geometry (same formula, charge and spin)	224.5	kJ/mol
HOMO (spin up / spin down)	-7.66 / -7.66	eV
2S+1	1

***

# 2
The following is a DFT calculation (the ωB97M-V functional and the def2-TZVPD basis) of C41H39Cl2GeN8O4Tb as an isolated structure at a distorted geometry.

```
96
Properties=species:S:1:pos:R:3:mulliken_charge:R:1
Tb -2.85 0.21 0.34 0.526
Cl -8.64 2.38 3.88 -0.206
C -7.69 2.03 2.54 0.260
C -6.66 1.11 2.83 -0.539
C -5.73 0.68 1.86 -0.489
N -4.51 0.03 2.07 -0.027
C -4.36 -0.88 3.08 0.372
O -4.97 -0.91 4.18 -0.736
C -3.31 -1.91 2.92 0.410
C -3.33 -3.03 3.72 -0.566
C -2.64 -4.18 3.34 -0.331
C -1.80 -4.05 2.21 -0.638
C -1.76 -2.84 1.53 -0.301
N -2.62 -1.83 1.76 0.049
C -5.86 1.29 0.56 0.177
C -6.94 2.18 0.24 -0.861
C -7.78 2.61 1.27 0.261
Cl -8.89 3.80 0.90 -0.211
N -4.92 0.96 -0.44 -0.142
C -4.92 1.47 -1.69 0.230
O -5.90 2.02 -2.27 -0.768
C -3.72 1.38 -2.54 0.558
C -3.72 1.79 -3.87 -0.802
C -2.61 1.72 -4.60 -0.385
C -1.37 1.30 -3.96 -0.774
C -1.42 0.91 -2.65 -0.449
N -2.57 0.96 -1.93 0.128
H -6.59 0.72 3.86 0.557
H -3.86 -2.98 4.71 0.406
H -2.67 -5.14 3.92 0.362
H -1.15 -4.89 1.88 0.373
H -1.16 -2.74 0.65 0.500
H -7.02 2.57 -0.75 0.809
H -4.67 2.14 -4.28 0.493
H -2.60 1.86 -5.63 0.513
H -0.40 1.41 -4.47 0.472
H -0.64 0.22 -2.30 0.663
N -1.98 2.28 1.15 -0.313
C -0.53 2.30 1.58 0.589
C -0.52 2.24 3.14 -0.864
C 0.92 2.20 3.80 -0.682
C 1.59 3.58 4.09 -0.996
N 1.43 4.72 3.18 -0.093
C 2.06 4.82 1.99 0.607
N 2.02 6.00 1.32 -0.434
N 2.72 3.75 1.56 -0.195
C 0.19 1.15 0.93 0.342
O 1.45 1.14 0.96 -0.750
O -0.59 0.26 0.42 -0.368
H -2.23 2.99 0.44 0.353
H -2.60 2.43 1.89 0.363
H 0.01 3.24 1.32 0.079
H -0.92 1.21 3.35 0.276
H -1.21 2.87 3.71 0.505
H 1.65 1.65 3.22 0.249
H 0.90 1.63 4.70 0.562
H 2.69 3.40 4.18 0.363
H 1.19 3.88 5.06 0.422
H 0.65 5.37 3.42 0.322
H 1.32 6.62 1.66 0.200
H 2.51 6.09 0.43 0.242
H 2.36 2.79 1.66 0.072
H 3.22 3.85 0.72 0.259
C 1.97 -4.35 -3.53 -1.483
Ge 2.04 -2.71 -2.35 0.540
C 2.65 -3.07 -0.46 0.306
C 2.30 -4.32 0.13 -0.434
C 2.66 -4.55 1.42 -0.641
C 3.38 -3.63 2.16 -0.410
C 3.75 -2.40 1.63 -0.749
C 3.31 -2.12 0.35 -0.031
C 3.47 -1.58 -3.02 0.227
C 3.18 -0.20 -3.09 -0.347
C 4.04 0.64 -3.82 -0.709
C 5.10 0.15 -4.58 -0.959
C 5.54 -1.12 -4.35 0.996
C 6.79 -1.59 -4.79 -0.704
C 7.25 -2.90 -4.54 -0.529
C 6.40 -3.80 -3.93 -0.702
C 5.10 -3.40 -3.55 -0.648
C 4.68 -2.00 -3.61 0.825
H 2.50 -4.16 -4.48 0.433
H 0.93 -4.65 -3.61 0.465
H 2.38 -5.25 -3.09 0.445
H 1.67 -5.05 -0.39 0.312
H 2.35 -5.46 1.91 0.452
H 3.69 -3.88 3.14 0.454
H 4.34 -1.71 2.24 0.408
H 3.53 -1.17 -0.19 0.161
H 2.29 0.15 -2.53 0.334
H 4.02 1.75 -3.72 0.292
H 5.77 0.77 -5.16 0.389
H 7.48 -0.93 -5.35 0.283
H 8.25 -3.28 -4.75 0.375
H 6.62 -4.89 -3.77 0.333
H 4.49 -4.13 -3.08 0.309
```

Summary:
molecular weight	1010.26	g/mol
electronic energy	-6146.39051	Ha
total charge	+1
LUMO energy (spin up / spin down)	-3.159 / -3.056	eV
energy relative to the best compared isomer or geometry (same formula, charge and spin)	385.8	kJ/mol
HOMO (spin up / spin down)	-9.04 / -9.09	eV
⟨S²⟩	16.781
2S+1	8

***

# 3
The following is a DFT calculation (the ωB97M-V functional and the def2-TZVPD basis) of a 3-piece molecular cluster, C2H12NO2S overall.

```
18
Properties=species:S:1:pos:R:3:mulliken_charge:R:1
C 0.22 0.33 0.16 -0.860
C -1.10 -0.23 0.65 -0.653
S -2.16 -0.94 -0.64 -0.239
N 1.05 -0.68 -0.52 -0.957
H 0.82 0.75 0.97 0.339
H 0.08 1.20 -0.47 -0.070
H -1.64 0.52 1.21 0.395
H -0.95 -0.99 1.43 0.405
H -2.90 0.15 -0.81 0.146
H 0.60 -1.06 -1.37 0.646
H 1.34 -1.48 0.07 0.338
H 1.93 -0.22 -0.90 0.798
H 3.67 -1.16 1.22 0.492
H 3.22 -2.56 1.39 0.406
O 2.86 -1.66 1.45 -1.155
H 0.30 4.39 -1.11 0.303
H 0.54 4.04 0.36 0.320
O 0.30 3.65 -0.49 -0.654
```

Summary:
molecular weight	114.19	g/mol
electronic energy	-686.69146	Ha
LUMO energy (spin up / spin down)	0.489 / 0.405	eV
energy relative to the best compared isomer or geometry (same formula, charge and spin)	5.0	kJ/mol
HOMO (spin up / spin down)	-3.10 / -9.65	eV
⟨S²⟩	0.751
2S+1	2

***

# 4
The following is a DFT calculation (the ωB97M-V functional and the def2-TZVPD basis) of an isolated ion of composition C3H7BrN3O and charge +1 at a distorted geometry.

```
15
Properties=species:S:1:pos:R:3:mulliken_charge:R:1
N 1.10 -1.29 0.56 -0.470
C 1.08 -0.12 -0.21 0.333
N 2.19 0.73 -0.12 -0.553
N 0.08 0.25 -0.97 -0.039
C -1.34 -0.13 -0.79 -0.547
C -1.99 0.39 0.52 0.483
O -3.15 0.41 0.57 -0.322
Br -1.02 1.03 2.09 -0.139
H 0.30 -1.88 0.28 0.330
H 0.89 -1.02 1.53 0.298
H 2.95 0.20 0.32 0.344
H 1.98 1.47 0.58 0.297
H 0.33 0.81 -1.79 0.306
H -1.90 0.36 -1.63 0.365
H -1.51 -1.22 -0.95 0.313
```

Summary:
molecular weight	181.01	g/mol
SMILES string	NC(N)=[NH+]CC(=O)Br
electronic energy	-2931.78433	Ha
total charge	+1
LUMO energy	-4.534	eV
energy relative to the best compared isomer or geometry (same formula, charge and spin)	0.0	kJ/mol
HOMO	-14.79	eV
2S+1	1

***

# 5
The following is a DFT calculation (the ωB97M-V functional and the def2-TZVPD basis) of C20H14ClCoO7P as an isolated structure at a distorted geometry.

```
44
Properties=species:S:1:pos:R:3:mulliken_charge:R:1
Co -0.72 -0.68 2.35 0.454
O 2.26 1.46 3.88 -0.677
C 1.69 1.00 2.92 0.259
O 0.83 0.02 3.05 -0.583
C 2.02 1.52 1.54 0.342
C 3.09 2.41 1.47 -0.715
C 3.52 2.92 0.26 -0.516
C 2.88 2.56 -0.91 -0.706
C 1.81 1.69 -0.86 -0.202
C 1.36 1.18 0.35 0.014
P -0.05 0.05 0.30 1.490
C 0.51 -1.34 -0.71 0.739
C 1.26 -2.33 -0.06 -0.648
C 1.77 -3.39 -0.79 -0.803
C 1.53 -3.47 -2.16 -0.484
C 0.79 -2.49 -2.80 -0.756
C 0.28 -1.42 -2.07 -0.131
C -1.37 0.91 -0.57 0.436
C -1.44 2.31 -0.56 -0.520
C -2.51 2.96 -1.14 -0.713
C -3.53 2.22 -1.74 -0.503
C -3.48 0.84 -1.73 -0.787
C -2.41 0.18 -1.14 -0.318
H 3.58 2.67 2.40 0.520
H 4.36 3.60 0.24 0.418
H 3.22 2.95 -1.87 0.433
H 1.30 1.42 -1.78 0.407
H 1.43 -2.28 1.01 0.333
H 2.33 -4.16 -0.29 0.422
H 1.93 -4.30 -2.72 0.400
H 0.61 -2.55 -3.86 0.422
H -0.30 -0.66 -2.58 0.426
H -0.65 2.89 -0.09 0.397
H -2.55 4.04 -1.13 0.423
H -4.36 2.73 -2.20 0.409
H -4.28 0.26 -2.18 0.410
H -2.39 -0.90 -1.11 0.507
O -2.99 -3.58 2.77 -0.610
Cl -1.75 -3.19 2.18 1.801
O -1.17 -4.23 1.41 -0.578
O -1.96 -1.97 1.34 -0.655
O -0.81 -2.67 3.20 -0.706
O -3.29 0.66 3.37 -0.208
C -2.34 0.18 3.01 0.357
```

Summary:
molecular weight	491.69	g/mol
electronic energy	-3481.30438	Ha
LUMO energy (spin up / spin down)	-1.111 / -0.101	eV
energy relative to the best compared isomer or geometry (same formula, charge and spin)	20.1	kJ/mol
HOMO (spin up / spin down)	-9.44 / -9.34	eV
⟨S²⟩	0.865
2S+1	2

***

# 6
The following is a DFT calculation (the ωB97M-V functional and the def2-TZVPD basis) of an isolated ion of composition CH5N2O and charge +1 at a distorted geometry.

```
9
Properties=species:S:1:pos:R:3:mulliken_charge:R:1
C -0.30 -0.37 0.05 -0.115
N -1.53 0.01 0.09 -0.279
N 0.76 0.50 0.06 -0.022
O 2.02 -0.06 0.03 -0.299
H -0.14 -1.41 -0.27 0.343
H -2.21 -0.70 -0.33 0.297
H -1.97 0.80 0.64 0.286
H 0.95 1.52 0.56 0.381
H 2.42 -0.28 -0.83 0.406
```

Summary:
molecular weight	61.06	g/mol
electronic energy	-225.35280	Ha
total charge	+1
LUMO energy (spin up / spin down)	-3.621 / -8.753	eV
energy relative to the best compared isomer or geometry (same formula, charge and spin)	43.9	kJ/mol
HOMO (spin up / spin down)	-11.47 / -17.09	eV
⟨S²⟩	2.007
2S+1	3

***

# 7
The following is a DFT calculation (the ωB97M-V functional and the def2-TZVPD basis) of an isolated ion of composition C6H9NO3PS and charge -1 at a distorted geometry.

```
21
Properties=species:S:1:pos:R:3:mulliken_charge:R:1
C -1.32 -2.41 1.31 -0.752
C -0.16 -1.59 1.11 -0.200
C -2.04 -2.57 0.16 -0.289
C -0.03 -1.29 -0.21 -0.007
C -0.44 1.49 -0.93 -0.792
C 1.10 -0.53 -0.72 -0.327
N 0.91 1.06 -0.60 -0.478
O 3.73 -0.20 -0.89 -0.558
O 2.64 -0.10 1.39 -0.789
O 3.05 -2.38 0.08 -0.812
P 2.68 -0.94 0.15 0.870
S -1.39 -1.77 -1.22 -0.076
H -1.40 -2.80 2.26 0.430
H 0.61 -1.12 1.73 0.457
H -2.93 -3.27 -0.14 0.266
H -0.66 1.51 -2.07 0.255
H -1.27 1.11 -0.31 0.286
H -0.47 2.65 -0.86 0.298
H 1.29 -0.57 -1.77 0.543
H 1.14 1.07 0.43 0.385
H 3.82 0.57 -0.38 0.290
```

Summary:
molecular weight	206.18	g/mol
SMILES string	CN[C@H](c1cccs1)[P@@](=O)([O-])O
electronic energy	-1254.16103	Ha
total charge	-1
LUMO energy	2.865	eV
energy relative to the best compared isomer or geometry (same formula, charge and spin)	68.2	kJ/mol
HOMO	-5.22	eV
2S+1	1

***

# 8
The following is a DFT calculation (the ωB97M-V functional and the def2-TZVPD basis) of the molecule C3H6O2 at a distorted geometry.

```
11
Properties=species:S:1:pos:R:3:mulliken_charge:R:1
O 1.42 -1.46 0.32 -0.514
C 0.07 -1.44 -0.13 -0.406
C -0.65 -0.20 0.16 -0.283
C -0.31 1.99 -0.11 -0.471
O -0.42 0.81 -0.66 -0.242
H 1.89 -0.77 -0.16 0.308
H 0.02 -1.62 -1.21 0.275
H -0.44 -2.24 0.41 0.312
H -0.99 0.07 1.15 0.433
H -0.07 2.00 0.94 0.306
H -0.55 2.87 -0.67 0.283
```

Summary:
molecular weight	74.08	g/mol
electronic energy	-268.23997	Ha
LUMO energy (spin up / spin down)	0.509 / 0.349	eV
energy relative to the best compared isomer or geometry (same formula, charge and spin)	433.9	kJ/mol
HOMO (spin up / spin down)	-7.86 / -7.80	eV
2S+1	1

***

# 9
The following is a DFT calculation (the ωB97M-V functional and the def2-TZVPD basis) of a 2-piece molecular cluster, C4H4Cl2O2 overall at a distorted geometry.

```
12
Properties=species:S:1:pos:R:3:mulliken_charge:R:1
C -1.28 0.43 -0.32 -1.333
C -0.11 0.15 -0.21 0.995
C -2.61 0.92 -0.42 -0.622
C 2.19 -0.45 0.16 0.719
O 2.02 -1.17 1.21 -0.408
O 2.48 -0.93 -1.08 -0.341
Cl -3.60 -0.01 0.83 -0.242
Cl 2.93 1.14 0.34 -0.109
H -3.16 0.86 -1.29 0.308
H -2.75 1.93 -0.24 0.298
H 1.44 -0.99 1.95 0.419
H 2.44 -1.87 -0.94 0.317
```

Summary:
molecular weight	154.98	g/mol
electronic energy	-1225.48208	Ha
LUMO energy	-0.530	eV
energy relative to the best compared isomer or geometry (same formula, charge and spin)	504.2	kJ/mol
HOMO	-8.93	eV
2S+1	1

***

# 10
The following is a DFT calculation (the ωB97M-V functional and the def2-TZVPD basis) of a 2-piece molecular cluster, CH8N2O overall.

```
12
Properties=species:S:1:pos:R:3:mulliken_charge:R:1
N -1.46 0.11 -1.43 -0.550
C -0.53 -0.49 -0.50 -0.360
N -0.28 0.18 0.77 -0.534
H -2.42 0.04 -1.12 0.214
H -1.25 1.03 -1.76 0.206
H -0.91 -1.49 -0.29 0.355
H 0.41 -0.65 -1.01 0.246
H -0.20 1.18 0.63 0.196
H -0.98 0.00 1.46 0.235
H 2.44 0.10 1.85 0.323
H 2.24 -0.10 0.37 0.336
O 2.94 0.09 1.02 -0.667
```

Summary:
molecular weight	64.09	g/mol
SMILES string	NCN.O
electronic energy	-227.63680	Ha
LUMO energy	0.925	eV
energy relative to the best compared isomer or geometry (same formula, charge and spin)	11.1	kJ/mol
HOMO	-9.29	eV
2S+1	1

***

# 11
The following is a DFT calculation (the ωB97M-V functional and the def2-TZVPD basis) of C32H48AsN4O8PSTe2W as an isolated structure.

```
98
Properties=species:S:1:pos:R:3:mulliken_charge:R:1
W 0.14 -0.25 1.77 2.240
O 1.40 -1.22 2.83 -0.732
As 0.15 1.10 4.59 0.725
O -0.35 2.30 5.58 -0.827
O -0.29 1.32 2.92 -0.811
C 2.13 1.20 4.73 0.390
C 2.43 1.44 6.07 -0.737
C 3.74 1.62 6.51 -0.638
C 4.78 1.60 5.60 -0.525
C 4.50 1.38 4.27 -0.970
C 3.20 1.17 3.82 0.770
S 3.18 0.76 2.03 0.311
O 4.10 1.75 1.42 -0.643
O 0.74 -0.86 0.27 -0.840
O 1.73 1.12 1.64 -0.041
H 2.30 -1.31 2.46 0.252
H 1.62 1.52 6.78 0.426
H 3.93 1.80 7.57 0.362
H 5.80 1.76 5.92 0.358
H 5.30 1.38 3.54 0.412
Te -1.01 -1.12 4.71 -0.168
C -2.83 0.55 -0.74 -1.316
C -1.77 0.55 0.30 0.561
O -1.86 -0.34 1.27 -0.563
N -0.68 1.25 0.34 0.106
Te 0.75 1.70 -1.35 0.378
C 1.25 1.34 -3.45 -0.485
C 0.91 0.12 -4.02 1.559
C 0.19 -0.97 -3.26 -1.631
C 1.20 -0.10 -5.37 -0.932
C 1.85 0.86 -6.14 0.706
C 2.18 0.60 -7.59 -1.605
C 2.22 2.05 -5.53 -0.976
C 1.94 2.31 -4.20 1.213
C 2.39 3.62 -3.60 -1.484
C -0.47 3.39 -1.73 0.516
C -1.38 3.48 -2.79 1.240
C -1.61 2.38 -3.80 -1.352
C -2.12 4.65 -2.93 -1.033
C -2.01 5.70 -2.04 0.799
C -2.83 6.96 -2.20 -1.620
C -1.14 5.57 -0.96 -1.106
C -0.36 4.43 -0.79 0.818
C 0.55 4.33 0.41 -1.816
H -3.79 0.32 -0.29 0.462
H -2.60 -0.22 -1.48 0.109
H -2.87 1.52 -1.25 0.202
H 0.39 -0.95 -2.19 0.004
H 0.48 -1.95 -3.63 0.543
H -0.90 -0.88 -3.39 0.253
H 0.93 -1.05 -5.82 0.360
H 1.68 -0.30 -7.95 0.357
H 3.25 0.48 -7.73 0.323
H 1.86 1.43 -8.22 0.359
H 2.75 2.80 -6.11 0.379
H 3.09 4.13 -4.26 0.468
H 2.88 3.47 -2.64 0.239
H 1.54 4.29 -3.42 0.260
H -1.50 1.40 -3.35 -0.118
H -0.90 2.44 -4.63 0.328
H -2.61 2.47 -4.21 0.518
H -2.82 4.73 -3.76 0.321
H -3.50 6.88 -3.05 0.362
H -2.18 7.83 -2.35 0.333
H -3.43 7.15 -1.31 0.350
H -1.06 6.37 -0.23 0.372
H 0.46 5.22 1.03 0.424
H 1.59 4.22 0.11 0.323
H 0.30 3.46 1.03 0.216
C 1.02 -4.43 3.39 -0.350
N 0.09 -5.03 2.44 0.798
C 0.18 -6.47 2.35 -1.246
P -1.11 -4.10 1.79 -1.598
O -0.71 -2.70 1.55 0.495
N -1.47 -4.95 0.40 0.217
C -2.79 -4.80 -0.19 -0.906
C -0.42 -4.99 -0.61 -0.946
N -2.47 -4.18 2.72 0.984
C -2.83 -5.36 3.47 -1.106
C -3.38 -3.05 2.87 -0.947
H 0.81 -4.77 4.41 0.241
H 0.95 -3.35 3.36 -0.300
H 2.04 -4.73 3.13 0.298
H -0.02 -6.94 3.33 0.323
H 1.18 -6.77 2.04 0.312
H -0.54 -6.86 1.63 0.397
H -3.55 -4.78 0.59 0.260
H -3.00 -5.65 -0.84 0.362
H -2.88 -3.89 -0.78 0.198
H 0.56 -4.99 -0.12 0.321
H -0.46 -4.12 -1.27 0.196
H -0.51 -5.90 -1.21 0.338
H -2.29 -6.24 3.11 0.332
H -3.90 -5.57 3.37 0.390
H -2.61 -5.24 4.54 0.224
H -2.97 -2.17 2.37 0.082
H -3.50 -2.80 3.93 0.301
H -4.36 -3.29 2.45 0.293
```

Summary:
molecular weight	1193.76	g/mol
electronic energy	-5647.70654	Ha
total charge	-1
LUMO energy (spin up / spin down)	2.105 / 1.245	eV
energy relative to the best compared isomer or geometry (same formula, charge and spin)	70.8	kJ/mol
HOMO (spin up / spin down)	-4.23 / -4.23	eV
⟨S²⟩	0.756
2S+1	2

***

# 12
The following is a DFT calculation (the ωB97M-V functional and the def2-TZVPD basis) of an isolated ion of composition C5H9N6O3 and charge +1 at a distorted geometry.

```
23
Properties=species:S:1:pos:R:3:mulliken_charge:R:1
C -1.85 -0.24 0.28 0.566
C -4.01 -1.12 -0.17 0.309
C 0.52 -0.30 -0.30 0.794
C -3.56 1.29 0.13 0.129
C 2.83 -0.85 -0.61 -0.894
N -2.65 -1.21 0.06 -0.390
N -4.36 0.33 -0.20 0.001
N -2.16 1.14 0.36 0.281
N 1.52 -2.12 0.91 -0.765
N 1.55 -1.14 -0.03 0.387
N -1.00 1.94 0.62 -0.733
O -4.81 -1.95 -0.36 -0.391
O 0.61 0.71 -0.99 -0.727
O -0.57 -0.69 0.41 -0.274
H -3.98 2.28 0.03 0.414
H 2.82 -1.44 -1.45 0.350
H 2.60 0.17 -0.72 0.357
H 3.69 -1.12 0.00 0.254
H -5.31 0.42 -0.26 0.205
H 0.95 -1.76 1.71 0.295
H 1.09 -2.99 0.50 0.273
H -0.43 1.82 -0.17 0.281
H -1.27 2.90 0.97 0.278
```

Summary:
molecular weight	201.17	g/mol
SMILES string	CN(N)C(=O)Oc1nc(=O)[nH]c[n+]1N
electronic energy	-749.83318	Ha
total charge	+1
LUMO energy	-5.075	eV
energy relative to the best compared isomer or geometry (same formula, charge and spin)	128.9	kJ/mol
HOMO	-12.80	eV
2S+1	1